1.
Here is an isolated ion of composition C4H12NO and charge +1 at a distorted geometry from the Open Molecules 2025 dataset. Energies are from the ωB97M-V functional and the def2-TZVPD basis.

Values from the calculation:
electronic energy = -289.33023 hartree
SMILES = CC[NH2+]CCO
LUMO = -0.118 Eh
largest force on an atom = 0.0407 Eh/bohr
E_HOMO = -15.189 eV
net charge = +1
multiplicity = 1
ΔE to the lowest compared entry with this formula, charge and spin = 1.215 eV

Structure (XYZ):
```
18
Properties=species:S:1:pos:R:3:forces:R:3
C -1.1808 1.4664 -2.0487 -0.8062 0.1778 0.2768
C -0.5379 1.5897 -0.6878 0.1985 0.7948 0.1591
N -0.4251 0.2790 0.0342 1.6192 -0.2607 -1.3004
C 0.8265 0.1571 0.8318 0.6906 -0.4066 1.6607
C 1.2796 -1.3026 0.9850 -1.9964 -0.0142 -0.5965
O 0.0697 -2.0789 1.1015 0.1960 -0.0312 -0.3991
H -1.6127 2.4168 -2.3635 0.7526 0.2781 -0.1506
H -0.4317 1.0860 -2.7325 -0.2268 0.0234 -0.4738
H -2.1029 0.8793 -2.0819 0.3356 -0.5688 0.3080
H -0.9377 2.3164 -0.0192 -1.2957 0.2052 0.5652
H 0.4475 2.0499 -0.7598 0.3800 -0.7451 -0.3902
H -1.2287 -0.0082 0.5846 -0.2030 0.1772 0.1395
H -0.3308 -0.4429 -0.6865 -0.3534 -0.0420 0.0083
H 0.6253 0.5553 1.8211 -0.1479 0.2072 0.0512
H 1.6719 0.7094 0.4299 -0.4044 0.3243 -0.4327
H 1.8201 -1.4185 1.9125 0.7458 -0.0017 -0.1655
H 1.7673 -1.6014 0.0576 0.6509 -0.1038 0.3568
H 0.1657 -2.8569 0.5361 -0.1353 -0.0139 0.3832
```
Forces are in eV/Å.

=====

2.
Here is C4H12NO2 as an isolated structure at a distorted geometry from the Open Molecules 2025 dataset. Energies are from the ωB97M-V functional and the def2-TZVPD basis.

Values from the calculation:
electronic energy = -364.70525 hartree
LUMO = 0.142 Eh
largest force on an atom = 0.0717 Eh/bohr
E_HOMO = -3.448 eV
net charge = -1
multiplicity = 1
ΔE to the lowest compared entry with this formula, charge and spin = 4.089 eV

Structure (XYZ):
```
19
Properties=species:S:1:pos:R:3:forces:R:3
C 1.8737 -1.0679 1.2042 -0.3052 0.3342 0.2009
C 0.4198 -1.5875 0.9927 0.8898 0.7361 0.8196
N 0.0789 -1.9953 -0.3523 1.0132 1.7690 -1.6749
C 0.2891 -0.5483 -1.4613 -3.0469 1.8257 0.9941
C -0.5926 0.5610 -0.9074 -0.7544 -0.3728 -0.3227
O 0.1093 1.4222 -0.0542 -0.4302 -0.2492 -0.6466
H 2.5234 -1.4758 0.4187 -0.0071 0.3898 0.0018
H 2.3428 -1.3676 2.1541 -0.3983 -0.0901 -0.0893
H 1.8118 0.0459 1.2260 0.4245 -0.7988 -0.4818
H 0.2403 -2.4660 1.6096 -0.0492 -0.2706 0.0082
H -0.1960 -0.7796 1.4183 -0.3860 -0.2662 -0.3838
H 0.8684 -1.6250 -1.0073 1.2681 -2.7656 1.2468
H -0.2562 -0.9954 -2.2807 0.5733 -0.0022 -0.5230
H 1.2576 -0.0396 -1.6440 -0.0048 -0.9794 0.0247
H -1.0626 1.0515 -1.7947 0.5842 0.3606 0.2874
H -1.4993 0.1367 -0.4284 0.5547 -0.0141 0.1167
H -2.2124 3.3032 1.0712 0.0745 -0.1963 -0.2176
H -0.6698 2.0488 0.1883 -0.4144 0.5445 0.5138
O -2.1282 2.6672 0.3473 0.4141 0.0455 0.1257
```
Forces are in eV/Å.

=====

3.
Here is C4H12NO2 as an isolated structure at a distorted geometry from the Open Molecules 2025 dataset. Energies are from the ωB97M-V functional and the def2-TZVPD basis.

Values from the calculation:
electronic energy = -364.83455 hartree
LUMO = 0.150 Eh
largest force on an atom = 0.0313 Eh/bohr
E_HOMO = -3.809 eV
net charge = -1
multiplicity = 1
ΔE to the lowest compared entry with this formula, charge and spin = 0.570 eV

Structure (XYZ):
```
19
Properties=species:S:1:pos:R:3:forces:R:3
C 0.1309 0.9618 -0.8788 0.7499 1.4164 -0.1662
N 0.9987 0.8761 0.2924 0.7069 0.0284 -0.4386
C 2.0947 -0.0970 0.0372 -0.4753 -1.2562 0.4733
O 1.6044 -1.3681 -0.2321 0.1179 0.4334 -0.5153
C -1.3206 1.2950 -0.5986 -0.4733 -1.5267 0.1433
C -2.0342 0.1981 0.2124 -0.1935 -1.3234 -0.3939
H 0.2526 0.0856 -1.5199 -0.4645 -0.3306 0.2327
H 0.4870 1.8026 -1.5039 0.1868 -0.1147 0.1165
H 0.4864 0.4583 1.0546 -0.2257 -0.1254 0.1629
H 2.7205 -0.1663 0.9400 -0.0430 0.4970 0.1694
H 2.7602 0.2135 -0.7825 -0.3131 0.4126 -0.0640
H -1.5389 2.2352 -0.0939 0.6109 0.3170 -0.2490
H -1.7584 1.2852 -1.6022 -0.3378 0.4959 0.1574
H -1.4158 -0.4984 0.7955 0.4169 0.7215 0.2969
H -2.4480 -0.5667 -0.4667 -0.3576 0.4761 -0.0288
H -2.8316 0.5784 0.8529 -0.0184 -0.0203 -0.0786
H 0.4320 -3.1823 1.1585 -0.1807 -0.0179 0.4480
H 0.9689 -1.7621 0.6833 0.3173 -0.0900 0.3792
O 0.4112 -2.3491 1.6517 -0.0236 0.0068 -0.6453
```
Forces are in eV/Å.

=====

> largest force on an atom of number 1 (C4H12NO)?

0.0407 Eh/bohr

=====

> Look up the electronic energy of the second one.

-364.70525 hartree

=====

> Which of these has the lowest largest force on an atom?

number 3